The following is a DFT calculation (wB97M-V/def2-TZVPD) of 3 unconnected molecules or ions with the total composition C23H44N3O9S2.

Geometry as ORCA input:
```
! RIJCOSX wB97M-V def2-TZVPD def2/J DEFGRID3
* xyz 1 1
S 0.54381 3.85105 -1.27737
S 4.70066 -0.30684 -3.60144
O 1.89098 3.73194 -0.80034
O -3.40762 -5.93817 2.87333
O 0.27253 3.75524 -2.67564
O -5.11332 -5.53277 1.47327
O 4.98877 -0.44440 -5.14835
O 3.69509 -1.25001 -3.20552
O -0.10718 5.15626 -0.67611
O 5.94050 -0.28203 -2.88478
O -5.64849 0.28780 2.50870
N -3.42126 0.70964 2.12188
N -0.02170 -0.15944 2.42673
N -1.15080 0.51949 2.52664
C -0.48318 2.69362 -0.43451
C 1.87236 1.24515 1.64592
C -3.26064 2.10336 2.58251
C -4.53117 0.10334 2.87963
C 5.21056 -2.87072 -5.55722
C 3.01306 -1.34446 0.05880
C 0.06365 -1.37691 1.92410
C -4.74820 -3.85510 -0.21278
C -4.44922 -5.40608 2.64177
C -1.07902 -2.00376 1.42928
C 3.99312 1.30313 -3.64562
C -3.54708 -1.89012 0.89064
C 0.59669 6.41989 -0.87321
C -3.40867 -3.25012 0.21328
C -2.25899 -0.04041 2.07736
C 0.45162 6.95508 -2.27899
C 3.31449 0.81171 1.35944
C 3.57737 -0.69347 1.33604
C -4.16655 -0.63799 4.13501
C -5.63069 -4.30055 0.94173
C 5.87502 -1.51282 -5.58191
C 1.19098 0.57217 2.85078
C -2.27999 -1.33980 1.47175
H 0.95466 6.32058 -3.00657
H 4.28086 -2.85358 -6.12533
H 2.24515 -0.73098 -0.41990
H 4.65738 -0.84438 1.37528
H -2.92474 -3.95651 0.89738
H -0.99223 -2.98860 0.99170
H 4.00781 1.33429 2.02272
H 1.23973 1.11068 0.76737
H -3.48095 -1.46661 3.93854
H -4.31984 -1.92396 1.66471
H -0.21244 1.70805 -0.80955
H -5.07758 -1.02590 4.58348
H 3.53836 1.18283 0.35352
H 5.88206 -3.60362 -6.00475
H -4.23501 2.58297 2.51423
H -6.65174 -4.47284 0.60415
H -2.56658 2.62593 1.92733
H -5.00586 -4.82389 3.39874
H 6.77640 -1.48584 -4.96932
H 4.98184 -3.18798 -4.54117
H -0.29961 2.77392 0.63335
H 4.75357 2.01169 -3.96073
H -3.91213 -1.14600 0.17057
H 1.04774 -1.82538 1.89049
H 1.88317 2.32110 1.83334
H -0.59922 7.02443 -2.55794
H -1.52268 2.90803 -0.67167
H -3.67020 0.03758 4.83593
H 1.64043 6.28089 -0.59079
H 2.59973 -2.33904 0.25217
H -2.89536 2.16670 3.61130
H 0.13490 7.08479 -0.14759
H 0.89354 7.95030 -2.32628
H 3.65642 1.52824 -2.63530
H 3.15086 1.29511 -4.33212
H 3.19396 -1.20543 2.22573
H 1.83555 -0.13666 3.36671
H -2.76862 -3.14225 -0.66670
H 0.84953 1.30395 3.57911
H -4.53354 -4.73541 -0.82254
H -5.31081 -3.16172 -0.84641
H -5.65516 -3.56006 1.74940
H 3.80691 -1.49203 -0.67230
H 6.14628 -1.22634 -6.59507
*
```

Computed properties:
E_HOMO ... -12.53 eV
Lowest unoccupied orbital energy ... -4.19 eV
Kohn-Sham gap ... 8.3319 eV